No. 1
113
Properties=species:S:1:pos:R:3:forces:R:3 method="wB97M-V/def2-TZVPD" max_force_ev_per_a=2.24 e_above_lowest_kcal_mol=11.9 total_energy_ev=-101457.49411 homo_energy_ev="-13.25 / -14.14" charge=+2 spin_multiplicity=5
C 2.7744 2.2094 -0.8418 0.2 -0.4 -0.2
C 1.6102 2.6932 -0.2402 -0.4 -0.6 0.1
C 3.8471 3.0539 -1.1012 0.0 0.0 0.0
P 2.9256 0.4342 -1.1796 1.1 0.6 -0.8
Os -0.4229 -0.8198 0.4573 0.1 0.6 -0.7
C 3.8457 0.8636 -3.8177 0.1 -0.1 0.1
H -2.6126 -3.0918 3.6622 0.0 0.0 0.0
H -3.8561 -1.3438 -2.6587 0.1 0.1 0.2
C -1.5671 3.7952 1.1048 -0.1 0.0 0.1
H 0.8190 -0.7601 4.0249 -0.1 0.2 0.0
C -2.8560 1.3438 -3.1322 0.0 0.0 0.0
O 4.7122 -5.3582 1.0940 0.2 0.2 0.3
H 3.7786 0.5602 -4.8613 0.0 0.0 0.0
H 0.8735 0.7716 5.8892 0.0 0.0 0.1
C 2.8359 0.0771 -2.9947 0.1 0.1 0.6
H 4.7386 2.6577 -1.5609 0.2 0.0 -0.1
C -3.3331 -0.4870 4.2641 0.0 0.1 -0.1
H 3.8901 -2.1772 -0.6262 0.0 -0.1 0.0
C -1.0370 1.9158 -1.6516 0.4 -0.3 0.5
C 0.0013 0.8120 5.2377 -0.1 -0.1 0.0
N 3.9499 -5.7804 0.2600 0.3 -0.1 0.1
H -3.4788 -3.7911 -2.0801 -0.1 -0.1 0.0
H 5.0863 -1.7074 -1.8545 -0.1 -0.1 -0.1
H -2.2130 -2.7136 -3.9027 0.0 0.0 -0.1
C -0.7914 3.0442 -2.4305 0.0 0.0 0.1
C 1.5767 4.0447 0.1079 -0.2 -0.2 0.1
N 0.9911 -2.0265 1.2255 -1.6 1.1 0.4
C 0.8567 -4.4980 -1.3928 1.2 -0.8 0.3
C 4.7862 -1.5876 -0.8161 0.1 0.0 -0.1
C 0.5464 -3.3594 -0.6207 -0.4 0.7 0.1
H 5.4866 -0.1827 1.4737 0.1 0.0 0.0
C 0.4177 0.2484 3.8854 -0.1 -0.4 -0.3
H -1.7805 -0.9991 -3.8559 0.0 0.0 -0.1
C -3.2857 -2.9751 -1.3895 -0.1 0.1 0.1
H 3.1050 -3.6677 1.6824 0.0 0.0 0.0
C -1.8049 -2.3707 3.5511 0.1 0.0 -0.2
H 2.3921 1.1035 3.8503 0.1 0.0 0.1
C -2.2219 2.4883 3.4559 0.0 0.0 -0.1
H -5.1265 1.7602 0.7452 -0.1 0.0 0.0
C -5.3748 -0.1293 -1.0981 0.1 -0.2 0.1
H 1.7553 0.7829 2.2501 0.1 0.0 -0.1
H -5.5210 -1.1618 -1.4000 0.0 -0.1 -0.1
O 1.7493 -0.2330 -0.5140 -1.3 -0.6 0.6
H -1.2529 -2.3360 4.4877 0.1 0.0 0.1
H 0.7037 4.4494 0.5935 0.0 0.1 0.1
H -2.9660 -1.1256 2.2666 0.1 0.1 0.1
N 0.0420 -4.8864 -2.5282 -0.1 -0.2 -0.3
H 1.1650 1.3978 -3.3640 0.0 0.0 -0.1
H 5.5853 -1.9901 -0.1970 0.1 0.0 0.1
H -4.0533 -1.2724 4.4845 -0.1 -0.1 0.0
C 1.9653 -5.2770 -1.0982 -1.0 0.1 -0.8
C 4.5191 0.0809 1.0507 0.0 0.1 0.0
H 2.5779 5.9288 0.1196 0.0 0.1 0.0
C 1.4895 1.1333 3.2472 0.0 -0.1 -0.1
O 0.6109 -5.4078 -3.4514 0.2 -0.1 -0.3
H -1.1406 -2.7307 2.7598 0.0 -0.1 0.1
H -1.3804 4.2909 0.1665 0.1 0.2 -0.2
H -4.1623 -2.8360 -0.7603 -0.1 0.0 0.0
C -2.9464 -1.7043 -2.1657 0.3 0.0 0.3
H -0.9317 -2.1624 -2.8403 0.0 0.1 -0.2
H 4.6170 5.0489 -0.9619 0.1 0.0 -0.1
H 3.6439 1.9320 -3.7668 0.0 0.1 0.0
H 5.3285 0.4962 -0.8982 -0.1 0.0 -0.1
H -3.3997 1.6807 1.0601 0.0 0.1 0.0
H 1.1617 2.1695 3.1821 0.0 0.1 0.0
H -3.2010 2.6779 -4.7608 -0.1 0.0 -0.1
H -3.6479 0.6780 -3.4359 -0.1 -0.1 -0.1
H 4.3158 1.1204 1.3051 0.0 0.0 0.1
C -1.1074 2.4992 1.3083 0.6 -0.4 -0.4
C 2.4892 -3.8988 0.8248 -0.5 0.5 0.3
H 1.2503 0.0198 -4.4652 0.0 0.0 -0.1
H 3.7670 -0.5564 1.5125 -0.1 0.0 0.1
C -2.3843 -1.0030 3.1924 0.4 0.0 -0.4
H -2.4563 -3.2792 -0.7583 -0.1 -0.1 0.0
H -2.5023 1.9912 4.3683 0.0 0.0 0.1
P -2.4920 -0.3702 -0.9529 -0.6 0.7 -0.1
O -0.3820 -2.4992 -0.8342 0.6 -0.5 -0.1
H 0.0262 3.7017 -2.1745 0.1 0.1 0.0
C -1.8984 -1.8983 -3.2547 0.1 0.1 -0.1
O -1.1435 -4.6731 -2.4449 -0.3 0.0 0.2
Si -0.0073 1.6843 -0.0544 -1.2 0.2 0.3
H -1.3903 4.2276 -4.1051 0.0 0.1 -0.1
C 1.3990 0.3360 -3.4352 0.0 -0.1 0.2
C -2.6024 2.4736 -3.8888 0.0 0.1 0.0
H -4.2770 -0.5993 0.6749 0.1 0.0 -0.1
H -6.2652 0.1641 -0.5435 0.0 0.0 0.0
C -4.1606 1.5171 0.3060 0.1 -0.1 0.2
C -2.6169 3.8010 3.2587 0.0 -0.1 0.0
C 3.7808 4.3955 -0.7696 0.0 0.0 0.1
H 2.2076 -6.1251 -1.7242 0.0 0.0 0.0
H 0.6986 -0.2127 -2.8021 -0.1 0.0 -0.1
C 1.3863 -3.1000 0.5126 1.7 -1.4 0.1
H 4.8649 0.6816 -3.4816 0.1 0.0 0.0
C -4.1666 0.0733 -0.1854 0.3 -0.1 0.2
O 4.0699 -6.7867 -0.3855 0.0 -0.5 -0.3
H -0.7847 0.2292 5.7095 -0.1 0.0 0.1
H 3.0500 -0.9961 -3.0730 0.0 0.0 0.1
H -2.8202 -0.2469 5.1900 0.0 0.1 0.1
C 4.5435 -0.1265 -0.4584 -0.6 0.2 -0.3
C -1.4882 1.8255 2.4752 0.2 -0.2 -0.2
H -3.8903 0.3797 3.9189 0.0 0.1 0.1
C -2.0960 1.0708 -1.9997 0.3 -0.1 0.2
H -2.6679 5.4494 1.9003 -0.1 0.2 0.0
H -5.3228 0.5086 -1.9760 0.0 0.0 -0.1
C 2.6413 4.8873 -0.1557 0.1 0.0 -0.1
H -3.9897 2.2061 -0.5182 0.0 0.1 -0.1
C 2.7670 -4.9708 -0.0027 -0.8 0.9 0.1
C -1.5795 3.3353 -3.5296 0.0 0.0 0.0
C -2.3153 4.4464 2.0727 0.0 -0.1 -0.1
H -3.1850 4.3059 4.0213 -0.1 0.1 0.1
H -0.3114 1.8519 5.1687 0.0 0.0 0.0
P -0.9592 0.0892 2.6322 -0.5 0.7 -0.1
O 1.6102 -1.6062 2.2300 1.5 -0.6 0.7



No. 2
132
Properties=species:S:1:pos:R:3:forces:R:3 method="wB97M-V/def2-TZVPD" max_force_ev_per_a=5.04 total_energy_ev=-359050.82168 homo_energy_ev=-9.47 charge=+1
C 0.3069 0.5112 6.0320 0.5 0.2 0.0
H 3.9826 -0.5837 -5.3026 0.6 1.2 -1.0
H -4.7731 9.0513 7.7762 -0.1 -0.1 0.0
H -2.5951 -3.5957 -2.9936 1.0 0.3 -0.6
H 3.5842 3.8790 -3.1605 0.4 -0.6 0.9
H -0.9070 -7.6615 -1.2439 0.5 0.8 -0.3
S 5.4783 3.0838 -1.7713 0.4 -0.1 -0.3
H 7.1056 -1.2868 -2.3317 0.0 1.0 -0.7
C -0.3703 -6.7774 -1.6788 0.0 0.4 0.2
F 1.6073 0.7381 5.7066 0.1 0.0 0.0
O -0.2028 1.6567 6.6887 -0.4 -0.5 -0.2
C -0.8315 -2.3601 -2.5886 -0.7 -0.5 -0.6
H 3.2218 1.3093 -2.5564 -0.6 0.6 0.4
C 2.8198 -0.9489 2.5156 -2.0 -0.2 0.6
C 5.8393 1.3074 -1.9256 -0.4 -2.4 -0.8
Br -3.3987 8.2343 9.6552 0.0 -0.1 -0.1
H -4.6812 2.3604 9.6889 0.1 -0.1 0.0
H 3.3442 4.1889 -1.3890 0.8 -0.6 -0.8
F 3.8445 -0.1624 -3.6751 0.2 1.3 0.4
C 0.5158 1.1722 -3.0878 -1.8 -2.4 0.7
H 1.3355 3.2734 -3.2797 -0.4 -1.3 1.1
H 2.4383 -0.4146 -1.7730 0.0 -0.9 -0.3
H -3.9253 0.6003 8.1045 0.0 0.0 0.0
H -3.7105 -2.2156 11.3045 0.0 0.0 0.0
N 7.9344 -0.6456 -4.2096 -0.8 0.9 0.7
C -2.1318 -0.0494 -4.2010 -1.0 1.0 0.4
C 2.5067 -1.4101 -2.2587 0.5 -0.2 0.1
C -0.8677 -4.8563 -3.3422 -0.6 0.0 -0.5
C 4.0407 0.0449 -6.2345 -1.2 -1.3 -0.6
F -3.3838 -1.8446 8.7623 0.0 -0.1 -0.1
H -1.9426 -1.8473 -8.5745 1.4 0.2 0.3
O -2.3258 2.3967 6.8883 0.0 0.1 0.0
H 1.9676 -1.4504 -4.3645 0.0 -0.3 1.3
Br -5.7082 5.4818 8.8156 0.0 0.1 0.1
H -2.3901 -6.1247 -2.3843 0.7 0.5 0.5
H 0.2389 -0.3544 6.6947 0.2 0.0 0.0
O -1.7924 0.9390 5.2617 0.3 0.2 0.4
Br -3.0191 -2.1619 -10.0117 -1.0 -0.2 -0.8
H 2.6690 1.8748 -0.8962 0.3 0.3 -1.1
H 0.4649 -0.2006 -1.2990 -0.2 -0.1 -1.3
H -0.1081 -2.9261 -1.9320 -0.7 0.7 -0.6
F -4.3896 -1.4992 -2.3177 1.5 0.4 -1.7
H -1.0573 -5.4408 -4.2917 0.2 0.5 1.0
C -4.0464 0.3802 9.1580 0.0 0.0 -0.3
H 0.2495 -4.7732 -3.2503 -0.9 0.1 -0.1
H 2.4316 2.5784 -6.1809 -0.5 -2.2 0.0
N 0.2135 0.8494 -4.3482 2.0 2.7 3.0
H -0.1774 1.0394 3.9844 0.2 0.1 0.2
C -4.3275 -0.2240 11.8578 0.0 0.1 -0.2
H -1.7916 -3.1400 -4.5266 0.5 -0.1 0.9
H -5.1823 4.7619 6.0267 0.1 0.1 -0.1
C 7.2183 -0.4973 -3.1045 0.8 -0.3 -1.0
O 2.6890 -3.7961 3.8186 0.2 0.2 -0.3
H -4.4316 -0.4571 12.9106 0.0 0.0 -0.1
C -0.5498 0.4198 4.8046 -0.2 -0.6 -0.6
N 1.5007 -1.2060 2.6084 3.7 0.8 -0.4
H -1.1143 0.1290 -1.8289 0.8 0.1 -1.3
N 1.1384 -1.8636 1.4638 2.4 -0.2 -1.7
I 0.6678 -3.3948 -6.1974 -0.2 0.3 -0.7
H -0.3565 -0.8312 -8.9325 -0.8 -0.7 0.4
O 3.3852 -1.3911 1.3119 -3.2 0.3 1.2
N 0.6758 1.7479 -5.2777 0.6 0.1 -2.3
O -2.4311 1.0458 -3.7974 1.1 -0.4 0.5
C 2.7454 2.1602 -1.9854 0.2 -0.4 0.2
H 4.4149 -0.6455 -7.0370 -0.1 1.0 0.4
C 3.7006 3.4153 -2.1300 -1.7 -0.6 0.3
O -5.1795 -0.0709 -3.7833 -0.5 -0.1 0.2
C -1.4112 -5.6656 -2.0992 1.1 0.0 -0.5
H 6.7503 2.4950 -4.3929 0.3 -1.3 0.4
N -3.2030 -0.9892 -4.4048 1.6 -1.1 1.4
C -4.3036 -0.8040 -3.5024 -1.2 0.8 -0.4
H -0.2508 -2.6214 -8.9309 -0.9 0.7 0.6
H -6.3095 7.8083 9.4788 0.1 0.0 -0.1
H -4.0728 7.4685 7.3807 -0.1 0.0 0.1
C -0.4071 -1.7210 -6.9105 -0.5 0.6 -0.2
C 7.0462 1.4397 -4.1711 1.6 0.2 -2.3
H 0.1848 -7.1388 -2.5869 -0.6 0.2 0.7
H -0.6597 -0.6037 4.4490 -0.2 0.1 0.1
S 5.2428 0.1837 -0.8588 0.3 1.4 -0.2
N 1.8076 -4.1069 4.6412 -0.3 -0.2 0.2
H 2.4993 0.7104 -7.6561 -0.7 -0.2 1.1
H 1.9347 -0.5117 -6.3818 0.1 1.0 -0.2
C 2.2219 -1.9688 0.7098 -1.6 0.2 0.0
H 1.4441 -5.5490 -1.0964 -0.7 -0.6 0.3
C 0.0310 -1.2437 -3.3558 -1.2 -0.2 3.8
H -1.5862 -1.9271 -1.8725 0.8 -0.1 -0.9
H -3.4253 4.7982 5.7805 -0.1 0.0 0.0
O 1.4302 -3.2794 5.4808 0.1 0.1 -0.1
C 7.8870 0.5635 -4.9628 -2.9 1.3 3.9
H 0.6169 2.8618 -1.6762 0.6 -0.7 -0.8
C -0.7626 -0.7250 -6.0530 0.3 -0.2 -1.2
I -1.9691 0.8042 -7.1176 0.5 -0.5 0.5
C -3.9206 -1.2084 10.9663 0.1 -0.3 0.1
H 0.3571 2.6966 -5.1046 -0.7 -0.7 0.1
H 3.4596 -0.4288 3.2601 -0.6 -0.6 -0.8
C 1.2667 2.4297 -2.4923 -0.3 0.4 -1.2
H -4.4277 3.6673 4.8500 0.0 0.2 0.0
H -6.6520 7.5044 7.7635 0.1 0.0 0.0
C 2.1203 1.6136 -5.6179 0.9 0.0 -0.9
H 0.2331 -5.7881 0.2671 0.4 -0.3 -1.0
C -4.6015 1.0593 11.3976 0.0 0.0 0.1
C -1.5186 1.7309 6.3338 -0.5 0.4 0.1
S 2.5116 -2.7408 -0.9112 -1.8 0.8 0.8
N -4.6867 6.4751 3.4106 -0.1 0.6 -0.6
C -0.0910 -0.0536 -2.2719 1.6 1.4 0.8
H 3.5527 -1.4617 -2.6872 -1.2 0.0 0.5
H -3.4938 -1.0827 -5.3780 0.0 0.0 0.3
O 1.3106 -5.2331 4.6152 0.1 0.1 -0.1
C -4.4635 1.3607 10.0483 0.0 -0.1 0.1
O -4.0529 2.2735 3.2749 0.0 0.2 0.0
C -0.7700 -1.7508 -8.4439 2.1 -0.4 1.5
H 4.6884 0.9440 -6.0929 -0.4 -0.8 -0.2
H 2.7982 1.5641 -4.7121 -0.7 -0.3 -0.5
H -3.8134 1.5656 2.6657 0.0 -0.3 -0.1
H -1.5045 -4.9398 -1.2482 -0.3 -0.7 -0.6
H 1.2447 -7.1706 -0.2638 -0.2 1.1 -0.4
Na 2.1032 4.0168 -5.1616 0.3 1.4 0.4
C 0.7039 -6.2582 -0.6446 -0.4 -0.8 0.3
C -0.5875 -0.4213 -4.5457 -1.4 -0.4 -1.1
C -5.9079 7.4023 8.5531 -0.1 -0.2 -0.2
H 1.4537 -2.9027 -3.4178 0.1 1.3 -0.2
N 6.6338 0.7956 -2.9895 0.6 0.6 -0.7
H 8.3921 0.7767 -5.9256 -0.5 -0.4 1.0
C -4.6058 8.0376 8.1391 0.1 0.3 0.2
H -4.9231 1.8254 12.0936 0.0 0.0 0.0
Al 4.5602 -2.7747 0.2784 2.8 -1.1 0.3
C -1.5824 -3.4291 -3.4703 0.0 -1.4 0.9
C 2.5145 0.4222 -6.5704 1.9 0.2 0.2
C -3.7829 -0.8931 9.6267 -0.2 0.4 0.4
C 1.5130 -1.7760 -3.3837 0.1 -0.2 -1.4
C -4.3877 4.6653 5.2868 -0.1 0.3 -0.4
C -4.5566 5.6868 4.2270 0.2 -1.1 1.1